Here is C7H10FN3O4 in the gas phase from the OMol25 dataset. Energies are from wB97M-V/def2-TZVPD.

- calculated total energy (eV) = -22791.0031
- relative energy (zero: lowest compared OMol25 entry of this formula, charge and spin) (eV) = 2.194
- orbital gap (alpha / beta) (Ha) = 0.311 / 0.311
- M (g mol⁻¹) = 219.17

ORCA input file:
```
! wB97M-V def2-TZVPD RIJCOSX def2/J DEFGRID3
* xyz 0 1
C 0.21 2.13 -0.55
C -0.07 0.86 -1.38
C -1.94 1.92 -1.87
C 0.10 -0.35 1.88
C 0.95 -0.16 -1.41
C 1.25 -2.57 1.25
C 0.49 -1.28 0.71
N -0.56 3.08 -0.65
N -1.08 0.93 -2.11
N -2.88 1.67 -0.73
O -3.81 2.40 -0.77
O -2.65 0.81 0.05
O 2.33 -2.29 2.07
O 1.39 -0.54 -0.15
F -2.42 2.62 -2.83
H 1.23 2.06 0.09
H 1.01 0.02 2.22
H -0.64 0.30 1.35
H -0.22 -1.00 2.62
H 1.81 0.18 -1.90
H 0.63 -1.06 -1.84
H 0.54 -3.04 1.79
H 1.75 -3.16 0.45
H -0.38 -1.64 0.30
H 2.96 -1.90 1.41
*
```